No. 1
236
Properties=species:S:1:pos:R:3:forces:R:3 method="wB97M-V/def2-TZVPD" e_tot_ha=-4255.2805 homo_ha=-0.30184 multiplicity=1 de_lowest_kcal_mol=112.5 smiles=COC[C@H](C)N.COC[C@H](C)N.COC[C@H](C)N.COC[C@H](C)N.COCCNCCOC.COCCNCCOC.COCCNCCOC.COCCNCCOC.COCCNCCOC.COCCNCCOC.COCCNCCOC
C 1.915 -0.100 0.329 -0.9329 0.8524 -0.2519
O 5.480 2.792 -2.237 -0.6461 0.8227 0.7156
H -6.078 2.551 -7.184 -0.3749 0.0388 0.2078
H 1.880 -3.070 -0.924 -0.1224 0.2057 0.4103
H -1.516 3.375 0.806 -0.1510 -0.4964 0.2898
C -1.120 -3.311 5.599 -0.1401 -0.8842 -0.4105
H -5.172 2.982 -3.504 0.6436 0.1542 -0.1531
C 6.227 2.864 0.035 -0.3111 -0.8818 0.8250
H 4.300 -0.923 -3.008 -0.3025 0.4410 0.2320
H 6.878 4.661 5.761 -0.5366 0.0455 0.6594
H 1.187 -5.182 1.373 0.2097 0.8059 -0.5137
H -9.905 -3.706 4.153 0.3363 -0.0943 -0.1461
C -0.574 -2.118 -1.487 -2.1938 -0.0595 1.0599
H 1.956 -2.181 -2.424 -0.8368 0.6729 -0.2495
H -3.485 -0.276 6.021 -0.4554 0.0340 -0.1013
N -0.672 2.644 6.476 0.5316 0.0216 0.0469
H -0.692 -0.996 -8.621 0.3931 0.6950 -0.0561
C -4.792 -0.618 -13.292 0.3491 -1.2771 -0.3406
H 3.299 -4.267 6.182 -0.0602 -0.2410 -0.1675
H -2.259 -0.483 -12.584 0.1243 -0.2389 -0.5034
C -2.169 1.146 9.418 0.0736 -1.5753 -0.5203
C -1.750 -0.145 -6.948 0.8519 -2.2005 1.5864
H 10.421 5.134 5.997 -0.1297 -0.1226 -0.0996
H -1.060 3.692 9.296 0.4217 -0.4666 0.5151
H -0.107 3.671 1.849 -0.0183 0.1291 -0.2304
H 7.349 0.609 -3.661 -0.0829 -0.2823 -1.0022
H 0.645 -1.893 1.770 0.0308 -0.4349 -0.0309
H 5.343 0.899 -0.096 -0.1952 0.0414 -0.5278
H -0.352 -1.876 -0.447 0.3229 -0.1801 0.2776
O -10.629 -3.028 5.952 -0.9790 -0.0212 0.4635
H -7.933 -1.818 3.245 0.0046 0.2028 -0.0457
C -0.427 -0.122 -4.741 -1.5206 -0.0884 -2.0573
N -1.922 -0.274 7.429 1.0015 -0.5851 -0.3605
C -5.043 4.070 -6.036 0.7377 -0.3708 -1.3692
C 7.073 -0.335 -3.189 -1.0682 -0.5309 0.6453
H 6.886 3.261 3.945 -0.1583 -0.3698 -0.2922
C 4.597 -5.655 -0.669 1.2512 -1.2222 1.0711
H -4.828 -2.825 3.020 0.0702 -0.2892 -0.1754
H 1.261 0.212 5.699 -0.3182 0.0065 0.0348
O -0.770 -0.797 -6.042 0.3765 0.5476 0.9734
H -1.503 0.916 -6.974 -0.1607 0.0371 -0.7094
C 7.430 3.727 5.865 0.6439 1.0411 0.3408
H 2.821 2.423 4.827 -0.1362 0.2591 0.1306
C -1.725 -0.974 -8.275 1.8652 0.5124 0.4381
H 0.230 -0.741 -4.130 0.2659 -0.0064 -0.7856
H 5.229 4.538 -3.282 -0.3830 0.1738 -0.2873
H 9.467 4.416 7.319 0.2185 0.4809 0.4732
H 2.987 0.085 0.257 0.0494 0.1814 0.3737
H 5.942 -6.918 -3.347 0.0752 0.6317 -0.2017
C -2.736 3.604 5.624 -1.2342 1.0655 -0.7486
H 6.054 4.479 -1.263 -0.3874 0.6062 0.0203
C 9.414 4.949 6.370 -0.4587 -1.1042 -0.1859
H -2.330 4.607 5.761 0.0066 0.1417 0.4700
H -1.819 -2.056 -8.188 -0.8182 -0.2963 1.0915
C -12.074 -3.059 5.886 1.0940 0.9107 -0.1052
O -0.666 -2.020 5.362 0.4414 1.0443 -0.0649
H -3.193 0.479 -11.559 -0.7820 0.1173 0.1895
C -5.297 -1.852 3.167 -1.2004 -0.2116 0.0175
H 6.019 1.226 1.397 -0.2660 0.4191 0.4253
H 4.861 0.329 -4.183 -0.5165 0.2460 -0.0443
H -1.419 -3.514 6.628 -0.0686 0.1957 0.1616
H -3.913 -1.908 -0.712 0.0689 -0.6519 0.0291
C -3.619 -0.616 2.226 1.3785 -0.0340 1.0540
C 3.422 -6.050 0.197 0.4239 0.4606 -1.6526
O -3.738 0.690 -2.495 -0.1242 1.5313 -0.2839
N -6.163 2.057 -5.134 -0.8162 -0.9044 0.6506
C -9.934 -2.792 4.747 0.6339 0.3224 0.3561
C 1.998 0.528 6.437 0.3518 -0.0439 -0.5624
C -2.640 -0.883 6.345 1.3562 0.3636 -1.1920
H 3.286 1.076 -5.751 0.9096 -0.4077 0.1373
H -4.605 -0.038 -4.138 -1.1207 -0.1407 0.4126
C 2.824 0.214 -6.232 -1.6925 -0.4501 0.3991
H -8.158 -3.061 5.845 0.0640 0.4070 0.5339
H -0.359 -4.042 5.326 0.5323 0.2818 0.2816
H -2.987 -1.885 6.598 -0.2245 0.0326 0.2041
O 3.263 0.658 5.798 0.7447 -0.0192 0.0157
H 2.025 -3.214 5.586 -0.7370 -0.5364 -0.4190
C -0.862 2.932 4.016 -0.8140 0.3082 -0.6824
H -2.495 0.988 10.446 -0.5047 0.6120 0.1644
C 3.329 0.007 -7.642 0.0952 0.3457 0.1095
C -1.607 2.654 5.357 -0.0057 -0.3891 -0.8962
C 3.311 1.469 4.633 1.0705 0.5069 -0.0853
H -1.087 1.015 9.461 0.4174 0.3040 -0.1604
H -1.921 -3.618 4.926 -0.6305 0.3383 -0.0731
H 4.709 -4.592 -0.881 -0.5355 0.0941 -0.5511
N -7.575 -2.328 4.040 -0.6571 -0.4599 -0.3044
H 0.870 -4.384 3.443 -0.1788 0.0565 0.6195
C 1.180 1.048 -0.597 1.6588 -0.9708 1.4387
H -8.656 -1.320 5.648 0.3385 0.1770 0.1888
H -2.269 -1.406 4.287 -0.2104 0.2106 -0.0519
H -1.201 2.745 7.331 -0.3796 -0.4289 0.0929
H 3.061 -0.180 -10.197 -0.2259 0.2031 -0.2100
H -3.001 5.806 -5.897 -0.0819 0.1494 -0.2406
H -1.213 -0.099 4.832 0.2073 -0.0977 0.2751
H -4.148 -0.581 -14.170 0.0341 -0.2550 -0.3317
H -1.516 4.796 1.827 0.3535 0.2651 -0.1558
H -1.302 0.071 -4.120 -0.5309 -0.2549 -0.1395
C 5.901 -6.215 -2.515 0.3583 -0.5416 1.4505
O -4.361 -0.881 3.403 0.7006 1.2492 -0.1471
H 1.671 1.449 6.919 0.0127 0.1311 -0.1313
H -7.032 2.553 -4.995 -0.1237 -0.0384 -0.2377
C -6.233 -1.894 4.361 -0.4989 -0.0239 0.2534
H -2.483 -2.236 -10.474 -0.0636 -0.3133 -0.2480
H 2.712 1.381 -2.080 -0.0769 0.5047 -0.1881
H 7.954 -0.917 -2.918 -0.0833 -0.1206 -0.5334
H 1.518 2.210 0.964 0.2395 0.5082 0.4207
H 7.392 3.303 6.869 -0.0189 0.2852 0.4594
C 2.878 -3.821 5.281 1.1193 0.1789 -0.1323
H 5.043 3.007 -4.219 0.2209 0.1452 -0.0455
H 4.003 -5.412 2.035 0.5776 0.0437 -0.1083
H -4.792 4.548 -6.983 0.3166 -0.0212 -0.5370
H -2.635 5.341 -4.241 0.3511 -0.5066 -0.1856
H -2.778 -0.035 2.603 0.1977 0.1107 -0.3916
C 0.429 -0.855 2.022 -1.1290 -1.1446 -0.9530
O 0.094 -3.225 -1.957 1.6951 -0.2703 -0.8763
H 7.186 2.513 -0.347 -0.2988 -0.3701 -0.6558
H -0.333 -1.211 -2.041 -0.3325 0.1396 -0.4804
H -2.016 1.647 5.276 -0.1139 -0.0329 -0.0314
H 6.766 -6.351 -1.866 0.4672 -0.7518 0.0997
H -2.852 -1.811 -3.294 -0.2028 -0.0263 -0.1579
H -3.708 0.332 8.184 -0.5719 0.0365 0.4389
C -5.523 1.994 -3.801 1.7328 0.0663 -0.5933
N 3.337 -5.157 1.319 -1.2153 -0.1798 0.7265
O 2.741 -4.832 4.271 -0.3961 0.3757 1.0168
H 3.757 3.429 -3.127 -0.2191 0.6559 -0.0392
N -2.961 -1.601 -0.851 0.9296 0.5834 0.6696
H -3.482 -0.403 -8.979 -0.4169 -0.3369 -0.8027
H -2.554 1.634 -1.039 -0.3620 -0.3150 0.0664
H 2.791 0.999 3.797 -0.0271 -0.2717 -0.1580
H -3.311 2.742 -2.192 -0.0535 -0.0297 -0.1169
H 8.887 5.898 6.467 -0.1715 0.0715 0.0746
C 3.019 -1.142 -9.687 -0.1389 0.4563 0.3599
H -5.810 4.752 -5.668 -0.6493 -0.4764 0.5173
C -1.191 3.757 1.774 -0.3926 0.0910 1.2323
H 2.315 -1.801 -10.196 0.0728 0.0367 0.1304
H -0.050 0.871 -4.989 0.5883 -0.0520 0.1611
H -0.162 2.156 3.706 -0.0357 -0.5647 0.3846
H 1.766 -1.112 -0.048 -0.2750 0.0446 -0.0979
H 5.312 0.887 3.933 0.2936 -0.2378 -0.0212
H -0.124 3.492 6.485 0.3715 0.2213 -0.4063
O 4.748 -6.554 -1.754 -0.5052 1.1854 -0.6416
H -1.846 -3.211 -3.564 0.0949 -0.1424 -0.0334
H 5.427 -5.896 -0.004 0.7577 0.4014 0.2180
H 2.545 -5.935 -0.440 -0.4216 -0.2540 0.3120
N 1.518 2.380 -0.032 -1.1124 -0.9042 -0.0433
H -1.324 0.481 7.123 -0.0659 0.1757 -0.0429
H 4.569 -1.768 -5.962 0.6946 -0.1155 0.3544
H -4.101 6.066 -4.513 -0.7794 0.0927 -0.3673
H -2.399 3.575 10.523 0.2828 -0.6494 0.2148
H -12.400 -2.323 5.151 -0.1584 -0.1842 -0.3936
H -10.431 -2.025 4.154 -0.2124 0.2075 -0.1282
H 2.165 -1.684 -5.822 -0.1715 0.0096 -0.1236
H 4.772 2.455 3.340 -0.0141 0.0039 -0.0245
H 0.112 0.837 -0.543 -0.1532 0.3250 0.0158
O 1.524 -0.075 1.747 2.0942 1.5817 -1.2019
H -5.092 0.423 -13.169 -0.0048 0.0340 1.0375
H 4.394 -0.212 -7.559 0.2639 -0.4449 -0.5894
H -2.810 -0.863 9.182 -0.3330 -0.2080 0.0417
O -4.092 -1.320 -12.251 -0.8819 1.3378 0.2076
H -0.226 3.815 4.077 -0.1339 0.5115 0.3485
C 1.662 1.091 -2.038 -0.5873 -1.2406 0.0222
H -12.456 -2.660 6.825 0.1459 -0.4085 0.2101
H -2.113 -3.502 -0.907 0.2586 -0.0490 0.0082
H 1.841 -6.386 2.247 0.4855 -0.4181 0.7015
H 2.084 -0.254 7.192 0.1126 0.0097 -0.0753
H -5.807 -2.588 5.085 -0.0659 0.0377 0.2690
C -5.456 2.598 -6.289 -0.1553 0.9481 1.3349
H 7.351 1.818 4.885 0.5535 -0.0295 -0.2152
H 4.447 3.865 -0.686 -0.2357 0.0387 -0.1825
H 4.408 1.925 0.914 0.1556 0.4400 0.3544
H -5.797 -1.561 2.243 -0.6570 -0.3451 -0.2101
C -4.320 0.954 -3.787 -0.8348 -0.8579 0.2322
H 5.944 4.280 1.484 -0.2438 0.0881 0.2117
H 0.102 -0.878 3.062 0.3084 0.6111 0.0207
C 6.826 2.773 4.917 0.2698 -0.0451 -0.6744
H -6.321 -0.913 4.829 0.6491 0.3606 0.0741
N 6.652 3.629 1.174 0.2810 1.4081 0.5016
O -2.562 2.331 8.796 -0.1841 1.6637 0.7172
H 3.625 -7.098 0.417 -0.5658 -0.2774 0.2833
C 4.819 1.816 4.221 -2.8594 -0.7309 0.6271
H -1.220 -1.056 -10.835 0.1595 -0.0513 0.5067
H -6.244 1.838 -2.998 -0.2655 -0.9887 -0.3895
H -4.636 1.915 -6.513 0.4909 0.5171 0.0682
H 3.859 -2.493 -4.456 -0.0131 -0.4428 -0.6357
C 5.448 3.604 -1.030 1.7891 -0.7962 -0.9720
O 2.566 -0.954 -8.350 0.4698 -0.4483 0.1398
H 3.597 -3.086 4.918 0.2304 0.1448 -0.0297
N 2.718 -0.986 -5.344 1.1162 1.1006 0.0129
H -3.461 -3.460 -2.950 -0.1453 0.1728 0.2133
H -3.428 3.322 6.417 0.7181 -0.1392 0.6472
H -3.559 1.060 -4.560 0.4424 1.4167 0.1758
H 0.943 1.696 -2.590 0.5507 0.5867 -0.1275
H 2.452 2.614 -0.337 0.1988 -0.0074 0.1781
H 1.624 0.134 -2.558 -0.0014 -0.2957 0.2051
N 5.454 2.529 5.295 0.1559 0.0179 -0.1326
C -3.006 -0.568 -11.795 1.3775 -0.0254 0.3207
C -2.600 -2.794 -2.896 0.8485 -0.3723 -0.6462
H 2.197 -3.422 2.843 0.2682 0.3288 0.1903
H -4.080 -0.032 1.430 -0.6639 -0.1637 0.1334
C -2.861 1.756 -2.078 0.0722 -0.5457 -0.2993
C -3.422 5.363 -4.995 1.0126 1.3350 0.8314
O -1.810 3.111 2.919 0.7739 -0.2612 0.1302
H 5.516 1.901 6.083 -0.4783 -0.0613 0.3401
H 4.032 -1.538 -9.761 0.0954 -0.3310 0.2998
H 7.464 4.186 0.949 0.1145 0.1801 0.0258
C 1.935 -4.412 3.216 -0.5518 -0.4515 -1.4769
H 1.832 0.656 -6.330 -0.5443 -0.5416 -0.0261
H 2.027 -3.868 -2.408 -0.5988 -0.4219 -0.2645
C -1.692 -1.030 5.133 -0.4814 -1.6537 0.4210
C -8.509 -2.285 5.165 -0.8081 -1.6599 -1.0933
C -2.064 -2.580 -1.486 -0.9796 0.7707 -0.4692
H 6.698 0.045 -2.239 -0.5580 -0.3136 0.2923
H -3.078 -0.837 -1.501 0.0238 0.2453 -0.0127
H -3.237 -1.563 1.843 0.0529 0.0635 -0.3904
H -0.363 -0.551 1.338 -0.7196 -0.0552 0.3358
C 1.491 -3.041 -1.942 1.2215 -1.0479 0.4742
C -2.274 -1.172 -10.582 -1.0168 0.5454 -0.1194
C 5.436 1.718 0.618 0.2847 -1.8257 -0.8165
O 6.108 -1.206 -3.867 2.5083 0.3431 0.4083
C 2.055 -5.343 2.013 -0.2571 0.1730 0.1471
C -2.729 0.022 8.550 -0.0269 0.3880 0.8671
C -2.119 3.506 9.472 0.0296 0.6771 -0.3279
H -12.483 -4.047 5.678 0.1337 -0.0375 -0.0632
H 6.044 -5.145 -2.668 -0.8671 0.1837 -1.0321
H 3.211 0.953 -8.171 0.2732 0.3644 -0.0607
C 4.806 -0.736 -3.956 -0.2508 0.0501 -0.8750
C 4.832 3.523 -3.283 0.2979 -1.1981 0.3855
H -2.540 4.431 9.077 -0.6659 -0.4066 -0.6746
O -3.918 4.107 -5.204 -0.1501 -1.1863 0.3570
H -5.662 -1.249 -13.477 -0.0123 0.2823 -0.2614
H -1.951 1.674 -2.673 0.1463 0.3619 -0.1750
C 4.047 -1.581 -5.023 -0.9405 0.8441 0.6908
N -2.537 -0.457 -9.331 0.3058 0.7774 0.0397
H -3.469 3.749 4.831 0.3859 -0.3289 -0.7025
H -2.692 -0.324 -6.429 -0.5125 0.4912 -0.1972
O 8.750 4.043 5.491 0.8981 0.0436 -0.5029

***

No. 2
10
Properties=species:S:1:pos:R:3:forces:R:3 method="wB97M-V/def2-TZVPD" e_tot_ha=-628.0673 homo_ha="-0.29148 / -0.29156" multiplicity=1 de_lowest_kcal_mol=105.2
C -0.726 -1.474 -2.031 -1.0033 1.1557 1.3101
O 0.280 -1.743 -2.568 -0.2778 -0.2088 -0.0562
C -0.311 0.625 1.262 -1.0981 0.4108 0.2171
S -1.993 0.585 0.384 2.2021 0.6388 0.2186
H -0.133 0.887 2.346 -0.1508 -0.7699 -1.4940
C -0.632 0.513 -0.852 -1.2439 -2.9048 -2.9739
H -0.663 0.983 -1.887 0.1757 -0.1497 1.9262
H -1.749 -2.125 -2.084 1.7348 1.2811 0.2414
H 1.503 0.199 0.062 -0.8115 0.5528 -0.1659
C 0.425 0.439 0.144 0.4727 -0.0060 0.7767